[1]
ORCA calculation (ωB97M-V/def2-TZVPD) on an isolated molecule of C6H9N.

Atoms and positions in Å:
C 2.3279 1.1896 0.4570
C 1.0642 0.4357 0.1283
C 0.9819 -0.6197 -0.7343
N -0.3282 -1.0027 -0.8213
C -1.1183 -0.1821 -0.0514
C -2.5182 -0.6024 0.3279
C -0.2603 0.6857 0.5722
H 2.7581 0.8841 1.4095
H 2.0943 2.2501 0.4631
H 3.0873 0.9796 -0.2997
H 1.7535 -1.1493 -1.2726
H -0.6178 -1.7596 -1.4216
H -3.2574 0.1237 -0.0055
H -2.6080 -0.6594 1.4064
H -2.7539 -1.5481 -0.1500
H -0.5805 1.3549 1.3559

Cartesian forces, eV/Å:
-0.393 -0.446 -0.189
0.443 0.095 -0.110
0.059 -0.084 -0.054
0.002 -0.196 -0.444
0.190 -1.143 0.637
0.300 0.802 -0.663
-0.304 0.321 0.218
-0.099 0.157 0.187
0.298 0.175 0.111
-0.067 0.179 -0.004
-0.055 0.136 -0.071
-0.268 0.208 0.235
-0.105 0.053 -0.085
-0.016 -0.290 0.139
-0.111 -0.188 0.175
0.127 0.221 -0.081

Summary:
Gap between HOMO and LUMO (eV): 8.88
Charge: 0
Structure (SMILES): Cc1c[nH]c(C)c1
Maximum force (eV/Å): 1.322

***

[2]
ORCA calculation (ωB97M-V/def2-TZVPD) on an isolated molecule of C18H11Cl2FN2OS.

Atoms and positions in Å:
C -1.4863 1.9721 2.3761
C -1.9004 0.8530 1.3626
O -0.7908 0.3944 0.6754
C -0.2276 0.7840 -0.6406
C -0.8379 1.6243 -1.4878
N -0.2882 2.0368 -2.6729
C 0.8717 1.4769 -3.0326
C 1.5717 0.4981 -2.3480
C 2.9661 0.1853 -2.7695
C 3.4937 -0.9944 -2.3822
C 4.8795 -1.2706 -2.8185
C 5.2983 -0.1801 -3.4259
C 6.7050 0.0393 -3.7719
N 7.6697 0.5168 -4.0437
S 4.0561 1.0208 -3.8392
C 1.0295 0.1946 -1.0906
C -2.5945 -0.3023 2.0729
C -1.8785 -1.1933 2.9297
Cl -0.2194 -0.9078 3.3160
C -2.4459 -2.3536 3.5220
C -3.7235 -2.4950 3.3834
C -4.5049 -1.4832 2.7886
F -5.8871 -1.5626 2.6169
C -3.8757 -0.4708 2.0984
Cl -4.8428 0.6977 1.2708
H -1.0948 1.4210 3.1958
H -0.7406 2.5426 1.8672
H -2.3873 2.4729 2.7233
H -2.4421 1.3570 0.5273
H -1.7804 2.2436 -1.2564
H 1.2546 1.6214 -4.0759
H 2.9345 -1.7115 -1.7297
H 5.4852 -2.1493 -2.6205
H 1.6178 -0.3004 -0.2918
H -1.7250 -3.1421 3.8364
H -4.1597 -3.4355 3.7349

Cartesian forces, eV/Å:
-1.250 -1.833 -0.787
-0.525 2.505 -1.351
4.310 -1.559 -2.615
0.336 -2.286 2.126
-1.789 3.494 -1.558
0.786 -1.257 0.427
-1.208 0.020 -2.117
0.060 1.484 1.647
-0.802 -1.475 0.160
0.963 -2.403 0.859
-2.778 -0.161 1.689
2.171 1.333 -2.142
-6.465 -1.275 1.034
5.257 1.900 -1.337
0.597 -0.299 1.178
-0.513 0.393 2.004
6.241 -0.143 1.276
0.209 -0.076 -0.357
0.411 -0.196 -0.147
5.811 1.653 -1.111
-6.138 -1.126 -0.072
-1.170 -1.121 -0.583
2.015 -0.357 0.735
-5.412 0.210 -0.291
-0.733 0.075 -0.197
0.734 0.153 0.868
0.280 0.851 0.052
0.157 0.487 -0.210
-0.925 -0.644 1.249
1.423 -1.401 -0.073
-0.554 0.757 0.928
0.515 0.772 -0.784
-0.217 0.261 0.180
-0.476 -0.077 -0.795
-0.936 0.809 0.253
-0.387 0.533 -0.142

Summary:
Gap between HOMO and LUMO (eV): 8.86
Charge: 0
Structure (SMILES): C[C@@H](Oc1cncc(-c2ccc(C#N)s2)c1)c1c(Cl)ccc(F)c1Cl
Maximum force (eV/Å): 6.670

***

Q: Number 1 is which compound?
A: C6H9N

***

Q: What is the charge in the first record?
A: 0